Entry from the Open Molecules 2025 dataset: 2 unconnected molecules or ions with the total composition C2H10NOS at a distorted geometry (ωB97M-V/def2-TZVPD).

Last column: Mulliken charge in e.
Element x y z (Å)
C -0.64 -0.93 -0.29  -0.54
C -0.50 -0.97 1.27  -0.73
S 1.02 -2.04 1.80  -0.15
N 0.40 -0.01 -0.83  -0.29
H -1.69 -0.68 -0.59  0.36
H -0.52 -1.97 -0.61  0.36
H -1.42 -1.51 1.57  0.31
H -0.55 -0.04 1.81  0.44
H 0.86 -3.22 0.92  0.18
H 0.40 0.85 -0.36  0.29
H 0.56 0.05 -1.87  0.37
H 1.36 -0.37 -0.52  0.39
H 0.42 3.49 -1.39  0.29
H 0.43 4.02 -0.19  0.35
O -0.11 3.33 -0.71  -0.63

Values from the calculation:
**LUMO level**: -3.60 eV
**Energy above the lowest of the compared OMol25 structures with the same formula, charge and spin**: 36.1 kcal/mol
**Gap between HOMO and LUMO**: 9.8 eV
**Largest force on an atom**: 0.13220 hartree/bohr
**Charge**: +1